[1]
# C45H45N2O

A molecular structure, C45H45N2O in a non-equilibrium geometry (ωB97M-V with the def2-TZVPD basis set, the Open Molecules 2025 dataset).

ORCA input file:
```
! RIJCOSX wB97M-V def2-TZVPD def2/J DEFGRID3
* xyz 1 1
C 3.729 -2.660 -4.901
C 3.893 -1.951 -3.589
C 2.954 -2.134 -2.569
C 3.073 -1.471 -1.342
C 2.190 -1.844 -0.191
C 4.070 -0.490 -1.221
N 4.077 0.383 -0.094
C 3.109 1.262 0.294
C 1.716 1.317 -0.175
C 1.362 1.307 -1.623
C 0.394 0.339 -2.114
C 2.352 1.852 -2.543
C 3.360 2.742 -2.115
C 4.397 3.154 -2.950
C 4.486 2.651 -4.253
C 3.483 1.799 -4.726
C 2.393 1.476 -3.921
O 0.817 1.295 0.711
N 3.476 1.753 1.515
C 2.692 2.500 2.449
C 2.206 3.776 2.136
C 2.431 4.414 0.806
C 1.500 4.489 3.111
C 1.329 3.982 4.399
C 0.607 4.793 5.434
C 1.834 2.714 4.692
C 2.507 1.956 3.727
C 2.972 0.581 4.077
C 4.776 1.313 1.785
C 5.132 0.460 0.820
C 5.104 -0.386 -2.162
C 6.277 0.520 -1.971
C 4.987 -1.120 -3.350
H 4.564 -2.426 -5.570
H 3.691 -3.749 -4.763
H 2.796 -2.362 -5.400
H 2.123 -2.830 -2.714
H 2.776 -2.122 0.697
H 1.500 -1.046 0.103
H 1.583 -2.711 -0.484
H 0.700 -0.265 -2.974
H 0.023 -0.305 -1.309
H -0.490 1.074 -2.416
H 3.302 3.149 -1.106
H 5.147 3.856 -2.571
H 5.324 2.935 -4.893
H 3.549 1.387 -5.737
H 1.576 0.890 -4.348
H 2.145 5.473 0.864
H 3.483 4.379 0.496
H 1.796 3.967 0.030
H 1.102 5.473 2.854
H 0.760 4.370 6.431
H 0.964 5.830 5.436
H -0.474 4.823 5.239
H 1.703 2.297 5.693
H 2.579 0.329 5.069
H 2.602 -0.179 3.376
H 4.065 0.504 4.133
H 5.295 1.598 2.683
H 6.018 -0.139 0.705
H 6.886 0.496 -2.883
H 5.979 1.564 -1.816
H 6.918 0.203 -1.138
H 5.762 -1.012 -4.113
C -1.152 1.867 -1.473
C -1.510 3.212 -2.016
C -1.361 4.376 -1.241
C -1.794 5.612 -1.737
C -2.352 5.703 -3.017
C -2.539 4.541 -3.776
C -2.129 3.301 -3.273
C -2.370 1.067 -1.226
C -2.388 -0.064 -0.451
C -3.200 -1.216 -0.774
C -3.407 -2.271 0.149
C -4.073 -3.430 -0.240
C -4.546 -3.570 -1.556
C -4.390 -2.516 -2.468
C -3.749 -1.343 -2.078
H -0.602 1.966 -0.537
H -0.937 4.288 -0.236
H -1.692 6.504 -1.116
H -2.654 6.673 -3.415
H -3.006 4.594 -4.761
H -2.303 2.386 -3.847
H -3.313 1.397 -1.688
H -1.781 -0.104 0.460
H -3.030 -2.152 1.167
H -4.222 -4.239 0.477
H -5.039 -4.491 -1.870
H -4.762 -2.608 -3.489
H -3.623 -0.516 -2.782
*
```

Calculated values
E: -52413.511 eV
energy above the lowest of the compared OMol25 structures with the same formula, charge and spin: 53.5 kcal per mole
orbital gap: 5.2 eV
LUMO energy: -4.07 eV


[2]
# C45H45N5O2P2Pt

A molecular structure, C45H45N5O2P2Pt in a non-equilibrium geometry (ωB97M-V with the def2-TZVPD basis set, the Open Molecules 2025 dataset).

ORCA input file:
```
! RIJCOSX wB97M-V def2-TZVPD def2/J DEFGRID3
* xyz 0 1
Pt -0.092 -0.354 0.340
C -2.351 -3.434 -0.041
P -0.748 -2.606 0.241
C -0.253 -3.320 1.856
N -0.554 -4.558 2.147
C -0.037 -5.075 3.292
C -0.351 -6.405 3.668
C 0.194 -6.930 4.800
C 1.084 -6.165 5.599
C 1.401 -4.885 5.257
C 0.829 -4.309 4.096
N 1.092 -3.012 3.793
C 0.533 -2.507 2.726
P 0.732 -0.690 2.381
C 2.444 -0.451 2.900
C -0.377 0.085 3.666
C -0.014 -0.368 5.082
C -1.822 -0.313 3.351
C -0.232 1.604 3.580
C 0.404 -3.471 -0.951
C 0.201 -2.813 -2.318
C 1.846 -3.240 -0.489
C 0.130 -4.972 -1.049
H -2.301 -4.448 0.354
H -2.581 -3.468 -1.106
H -3.141 -2.885 0.474
H -1.020 -6.972 3.035
H -0.049 -7.941 5.098
H 1.511 -6.607 6.489
H 2.073 -4.280 5.850
H 2.683 -1.164 3.689
H 2.585 0.573 3.241
H 3.092 -0.608 2.040
H -0.097 -1.443 5.227
H -0.705 0.119 5.775
H 0.997 -0.064 5.354
H -1.977 -1.393 3.425
H -2.115 0.012 2.350
H -2.482 0.167 4.077
H 0.771 1.940 3.845
H -0.933 2.054 4.287
H -0.451 1.980 2.581
H 0.435 -1.747 -2.288
H -0.821 -2.935 -2.685
H 0.868 -3.288 -3.042
H 2.057 -2.178 -0.333
H 2.526 -3.610 -1.259
H 2.068 -3.780 0.435
H -0.790 -5.178 -1.599
H 0.057 -5.451 -0.072
H 0.951 -5.445 -1.594
O -3.401 4.774 -5.898
N -2.324 4.784 -5.338
O -1.452 5.607 -5.535
C -2.054 3.692 -4.361
C -2.972 2.709 -4.334
C -2.829 1.582 -3.465
C -3.808 0.572 -3.482
C -3.657 -0.478 -2.623
C -2.549 -0.465 -1.768
N -1.593 0.443 -1.722
C -1.725 1.479 -2.607
C -0.705 2.514 -2.705
N 0.402 2.304 -1.987
C 1.365 3.193 -1.992
C 1.257 4.396 -2.704
C 0.151 4.617 -3.480
C -0.870 3.645 -3.537
H -3.834 2.763 -4.984
H -4.646 0.647 -4.162
H -4.363 -1.294 -2.567
H -2.471 -1.259 -1.033
H 2.245 2.954 -1.407
H 2.046 5.133 -2.646
H 0.063 5.519 -4.060
C 1.045 1.222 0.656
C 1.902 1.962 1.165
C 2.797 2.863 1.692
C 2.269 3.913 2.570
C 1.007 4.477 2.341
C 0.470 5.431 3.187
C 1.176 5.867 4.301
C 2.428 5.317 4.551
C 2.961 4.358 3.707
C 4.207 2.748 1.339
C 4.713 1.597 0.708
C 6.045 1.481 0.353
C 6.942 2.511 0.605
C 6.457 3.675 1.189
C 5.124 3.798 1.535
H 0.443 4.143 1.477
H -0.509 5.841 2.974
H 0.763 6.620 4.958
H 2.990 5.631 5.421
H 3.928 3.926 3.935
H 4.028 0.791 0.472
H 6.388 0.574 -0.131
H 7.986 2.417 0.338
H 7.127 4.507 1.367
H 4.773 4.733 1.952
*
```

Calculated values
E: -80762.116 eV
energy above the lowest of the compared OMol25 structures with the same formula, charge and spin: 22.5 kcal per mole
orbital gap (spin up / spin down): 3.8 / 3.8 eV
LUMO energy (spin up / spin down): -1.13 / -1.13 eV


What is the E in the second record?
-80762.116 eV


Among the records above, which one has the lowest E?
C45H45N5O2P2Pt